Entry 1:
Entry from the OMol25 dataset: a single C6H9NO molecule in a non-equilibrium geometry (the ωB97M-V functional and the def2-TZVPD basis).

CARTESIAN COORDINATES (ANGSTROEM)
C -2.401609 -0.427049 0.541734
C -1.031315 -0.038356 0.563696
C 0.187993 -1.084803 0.253009
C 0.344373 -0.924108 -1.316373
O 0.288574 0.635456 -1.407085
C -0.136495 1.104569 -0.104630
C 1.184547 1.162377 0.812749
N 1.319533 -0.378056 0.818779
H -3.226437 0.323511 0.322992
H -2.706170 -1.569542 0.264172
H 0.388026 -1.998164 0.840196
H -0.354589 -1.370311 -2.085093
H 1.432525 -1.151428 -1.752147
H -0.582665 2.108588 -0.506882
H 1.935569 1.518723 0.193041
H 1.206872 1.631598 1.827365
H 1.476586 -0.686021 1.920472

Forces on atoms 1 to 2 (eV/Å):
2.5 0.1 -2.0
-1.8 -2.7 -3.3

For the relative energy (zero: lowest compared OMol25 entry of this formula, charge and spin), the calculation gives 502.2 kJ/mol. Its highest occupied orbital energy is -8.6653 eV. As for the gap between HOMO and LUMO: 9.35 eV. Its SMILES is C=C1[C@H]2CO[C@@H]1CN2. The value obtained for the molar mass is 111.14 g mol⁻¹.

---

Entry 2:
Entry from the OMol25 dataset: a single C17H20N2O2S molecule (the ωB97M-V functional and the def2-TZVPD basis).

CARTESIAN COORDINATES (ANGSTROEM)
C 4.241062 2.763963 -1.217677
C 3.097203 1.902051 -1.732296
O 2.546539 1.074055 -0.709850
C 3.217370 -0.051446 -0.389462
N 4.341218 -0.301379 -1.039531
C 5.017904 -1.407272 -0.774551
C 4.604034 -2.338536 0.157844
C 3.426821 -2.080446 0.841284
C 2.700754 -0.921107 0.593457
C 1.443052 -0.741482 1.382611
O 0.969122 -1.661279 2.025590
N 0.907259 0.498065 1.377176
C -0.331294 0.797512 2.050590
C -1.478634 1.010929 1.058721
C -2.781219 1.289921 1.789914
S -4.159554 1.619924 0.642349
C -4.463098 0.070025 -0.160405
C -4.028172 -1.156398 0.320177
C -4.338242 -2.312887 -0.374875
C -5.086490 -2.259253 -1.537318
C -5.530677 -1.033855 -2.008965
C -5.219243 0.125819 -1.327975
H 5.069855 2.131398 -0.912195
H 3.915280 3.358747 -0.367364
H 4.576265 3.429926 -2.007364
H 3.439612 1.272729 -2.558209
H 2.258760 2.522124 -2.059765
H 5.927599 -1.533278 -1.346492
H 5.177373 -3.231500 0.345783
H 3.038879 -2.765764 1.580673
H 1.291039 1.193792 0.756714
H -0.199883 1.692993 2.667701
H -0.548562 -0.054081 2.700640
H -1.581697 0.119604 0.435971
H -1.246775 1.853533 0.402608
H -2.706421 2.204730 2.378877
H -3.061608 0.473386 2.454390
H -3.455145 -1.231332 1.230736
H -3.990577 -3.262832 0.003670
H -5.324026 -3.166385 -2.072190
H -6.118315 -0.980700 -2.913501
H -5.557362 1.085988 -1.687485

Forces on atoms 1 to 2 (eV/Å):
-0.3 -0.3 0.0
0.3 0.4 -0.4

For the relative energy (zero: lowest compared OMol25 entry of this formula, charge and spin), the calculation gives 59.2 kJ/mol. Its highest occupied orbital energy is -8.0606 eV. As for the gap between HOMO and LUMO: 8.68 eV. Its SMILES is CCOc1ncccc1C(=O)NCCCSc1ccccc1. The value obtained for the molar mass is 316.43 g mol⁻¹.

---

Entry 3:
Entry from the OMol25 dataset: 2 unconnected molecules or ions with the total composition C6H13N2O2S in a non-equilibrium geometry (the ωB97M-V functional and the def2-TZVPD basis).

CARTESIAN COORDINATES (ANGSTROEM)
C -0.596909 -1.571115 0.332778
C -1.486672 -0.315222 0.424950
C 0.745942 -1.263086 -0.382684
C -0.811336 0.817918 1.173079
C 1.330421 -0.095983 0.382529
C 0.503627 1.115122 0.346420
N 1.297359 3.683114 -2.658319
N 0.195169 1.725206 -1.039164
O 3.064448 0.248153 -1.246339
O 1.864776 3.523870 -0.248550
S 1.744402 2.700664 -1.461017
H -0.269871 -1.793587 1.326547
H -1.238553 -2.442033 -0.090413
H -1.757865 0.032638 -0.635384
H -2.460554 -0.554731 0.801204
H 1.277538 -2.188501 -0.407387
H 0.483173 -0.969249 -1.436016
H -1.423754 1.747006 0.945259
H -0.517884 0.545376 2.141333
H 1.808474 -0.320240 1.296108
H 2.665800 0.264254 -0.465190
H 1.216174 1.868950 0.835305
H 1.257854 3.244370 -3.585575
H 0.397254 0.950747 -1.705910

Forces on atoms 1 to 2 (eV/Å):
-1.2 -0.2 -0.8
-0.1 -0.2 -1.9

For the relative energy (zero: lowest compared OMol25 entry of this formula, charge and spin), the calculation gives 541.0 kJ/mol. Its highest occupied orbital energy (alpha / beta) is -3.6650 / -4.0742 eV. Its total charge is -1. As for the gap between HOMO and LUMO (alpha / beta): 6.03 / 7.40 eV. The value obtained for the molar mass is 177.25 g mol⁻¹.

---

Entry 4:
Entry from the OMol25 dataset: a molecular structure, C37H24AuCl5GeN2 (the ωB97M-V functional and the def2-TZVPD basis).

CARTESIAN COORDINATES (ANGSTROEM)
Au -0.876748 -0.556476 1.669382
Cl 1.089440 -2.065395 3.778619
C 0.135231 -3.143470 2.799576
C -0.816053 -2.591249 1.941805
C -1.530172 -3.505601 1.174986
Cl -2.720055 -2.897605 0.065970
C -1.295394 -4.877062 1.206608
Cl -2.184026 -5.955316 0.195273
C -0.317609 -5.381739 2.058834
Cl 0.013362 -7.073801 2.098949
C 0.396797 -4.506719 2.870967
Cl 1.623636 -5.123711 3.918633
C 1.571285 -5.117816 -1.258962
C 0.662181 -4.605037 -2.172804
C 0.236705 -3.285128 -2.070534
C 0.707071 -2.455431 -1.053728
C 1.628679 -2.987334 -0.149178
C 2.061907 -4.301362 -0.247338
Ge -0.002167 -0.638373 -0.784935
C -1.161196 -0.256743 -2.336147
C -2.551108 -0.339974 -2.301230
C -3.316555 -0.065791 -3.426502
C -2.700636 0.300387 -4.614813
C -1.316844 0.384333 -4.671371
C -0.558302 0.108075 -3.541182
C 1.484658 0.631097 -0.947983
C 1.212504 1.987297 -1.133810
C 2.234353 2.926688 -1.133711
C 3.549957 2.525067 -0.947951
C 3.837989 1.178944 -0.768034
C 2.812564 0.242190 -0.765003
H 1.889882 -6.150820 -1.327270
H 0.271823 -5.237062 -2.961551
H -0.491096 -2.906357 -2.780151
H 2.005512 -2.369754 0.660203
H 2.765999 -4.693608 0.477981
H -3.046830 -0.618363 -1.380600
H -4.396790 -0.130773 -3.372884
H -3.296529 0.524576 -5.490927
H -0.826730 0.671866 -5.593711
H 0.522225 0.190418 -3.596951
H 0.188436 2.319678 -1.270935
H 1.998485 3.975388 -1.270179
H 4.347389 3.258136 -0.941890
H 4.863149 0.857315 -0.626590
H 3.053690 -0.805148 -0.623116
N -3.995928 5.726492 -2.373773
C -3.451002 5.017963 -1.646077
C -2.771387 4.145137 -0.740703
C -1.669801 4.596180 -0.006078
C -1.005834 3.763267 0.864770
C -1.413143 2.417762 1.047914
C -2.540911 1.989623 0.312488
C -3.193381 2.823750 -0.563489
H -1.326146 5.614847 -0.138766
H -0.136864 4.132622 1.391189
H -2.882427 0.970914 0.452241
H -4.042182 2.455401 -1.125906
N -0.751296 1.533943 1.835589
C 0.247285 2.000395 2.713279
C 1.550521 1.509617 2.620494
C 2.529971 1.921078 3.512548
C 2.234338 2.838644 4.510299
C 0.940823 3.337239 4.606691
C -0.042085 2.921685 3.723676
H 1.787543 0.807644 1.830685
H 3.534139 1.525130 3.416990
H 2.999496 3.160676 5.205272
H 0.691217 4.049469 5.384388
H -1.053010 3.302082 3.810461

Forces on atoms 1 to 2 (eV/Å):
0.2 0.2 0.1
0.0 0.0 0.0

Its spin multiplicity is 2. For the relative energy (zero: lowest compared OMol25 entry of this formula, charge and spin), the calculation gives 5.5 kJ/mol. Its highest occupied orbital energy (alpha / beta) is -3.7870 / -4.7404 eV. Its total charge is -1. As for the gap between HOMO and LUMO (alpha / beta): 6.10 / 6.34 eV. The value obtained for the molar mass is 943.46 g mol⁻¹.

---

Electronic energy (hartree)
-363.8330, -1318.0071, -894.3975, -6047.5395